Record 1
This record from OMol25 describes the ion C5H5N2S3 with charge -1. The level of theory is wB97M-V/def2-TZVPD.

Output
* SMILES string: [H]/N=C1\C(=S)SC(C)=C1N[S-]
* total charge: -1
* E_HOMO (spin up / spin down): -0.0733 / -0.1331 Ha
* ΔE to the lowest compared entry with this formula, charge and spin: 0.0766 eV
* DFT total energy: -40750.811 eV

Structure (XYZ):
```
15
Properties=species:S:1:pos:R:3:forces:R:3
H 3.565 2.545 -0.128 0.0 -0.1 0.1
N 2.539 2.571 -0.134 0.2 -0.2 0.2
C 2.114 1.385 0.038 2.0 -3.5 -0.4
C 3.077 0.014 0.132 -2.7 1.6 -0.6
S 4.695 -0.026 -0.015 1.1 0.3 0.1
S 2.074 -1.432 -0.001 -1.1 2.1 0.4
C 0.520 -0.467 0.023 2.1 -2.2 -0.6
C -0.781 -1.210 0.020 0.5 0.3 2.9
C 0.761 0.862 -0.007 -2.1 0.4 0.3
N -0.363 1.691 -0.061 1.3 2.6 0.1
S -0.291 3.388 0.074 -0.2 0.2 -0.3
H -0.932 -1.628 1.103 -0.1 0.6 -1.8
H -1.570 -0.514 -0.196 -0.6 0.2 -0.1
H -0.863 -2.037 -0.648 0.3 -0.6 -0.6
H -1.237 1.532 0.368 -0.6 -1.6 0.3
```
Positions in Å, forces in eV/Å.

Löwdin population analysis, charges in e, atoms 1 to 5: 0.016 0.070 -0.399 -1.120 0.443

Record 2
This record from OMol25 describes a cluster of 19 separate species, C37H101Cl20O36P9 in total. The level of theory is wB97M-V/def2-TZVPD.

Output
* E_HOMO: -0.3704 Ha
* DFT total energy: -447785.842 eV

Structure (XYZ):
```
203
Properties=species:S:1:pos:R:3:forces:R:3
C 2.981 -2.541 1.899 1.1 0.2 0.1
Cl 2.814 -1.178 3.026 -0.5 0.3 -0.5
Cl 4.454 -3.388 2.494 -0.4 -0.5 -0.4
H 2.106 -3.179 1.899 0.0 -0.2 0.2
H 3.222 -2.198 0.888 -0.2 0.2 0.4
C 2.983 2.323 1.684 -0.8 0.6 0.1
Cl 2.764 2.162 3.420 0.0 0.0 0.3
Cl 2.363 3.937 1.135 0.4 -0.6 0.1
H 4.026 2.206 1.459 0.4 0.2 -0.2
H 2.367 1.584 1.198 0.0 -0.2 -0.1
C 4.385 -2.049 -2.234 -1.1 -0.7 0.1
Cl 5.406 -3.138 -1.296 0.2 -0.1 0.6
Cl 4.057 -2.843 -3.791 -0.3 0.2 -0.1
H 3.415 -1.831 -1.720 1.1 -0.4 -0.5
H 4.935 -1.164 -2.412 0.5 0.7 -0.3
C -1.468 1.158 -4.296 -1.1 1.1 -0.5
Cl -2.540 1.084 -5.744 0.1 -0.2 -0.1
Cl -0.237 -0.046 -4.278 0.2 -0.7 0.2
H -0.978 2.113 -4.392 0.2 0.3 0.2
H -2.206 1.175 -3.490 0.7 -0.5 0.3
C 4.335 1.863 -4.049 0.2 0.0 -1.2
Cl 5.455 1.342 -2.844 0.7 -0.5 0.9
Cl 3.525 0.542 -4.908 0.1 0.2 0.2
H 3.621 2.483 -3.573 -0.9 0.5 0.3
H 4.921 2.443 -4.755 -0.2 0.0 -0.2
C -0.701 -5.669 -3.074 -0.7 -1.1 1.4
Cl -1.908 -4.820 -4.023 -0.3 0.1 -0.3
Cl 0.775 -5.914 -3.970 0.4 0.0 -0.1
H -0.531 -5.110 -2.137 0.1 -0.2 -0.9
H -1.108 -6.680 -2.794 0.4 1.1 -0.4
C 6.785 4.449 -1.976 -0.1 -0.5 -2.1
Cl 8.167 5.235 -2.858 -0.6 0.1 0.3
Cl 5.802 5.500 -1.020 -0.2 0.7 0.6
H 6.094 4.039 -2.768 1.1 0.2 1.0
H 7.269 3.707 -1.371 -0.2 -0.5 0.4
C 1.182 -2.036 5.675 -0.1 0.5 -1.0
Cl 0.284 -0.551 5.318 -0.3 0.4 -0.1
Cl 0.361 -2.942 6.911 0.0 -0.5 0.5
H 1.199 -2.622 4.744 0.3 0.2 0.6
H 2.150 -1.652 5.971 0.2 -0.7 0.2
C -1.694 -3.589 3.697 -0.3 0.1 -0.1
Cl -2.294 -3.103 2.088 0.3 -0.1 0.4
Cl -2.933 -4.527 4.584 0.4 0.1 -0.2
H -0.774 -4.137 3.571 0.0 -0.6 -0.2
H -1.478 -2.723 4.296 -0.2 0.5 0.0
C -2.351 6.694 0.826 -0.6 0.6 -0.6
Cl -1.279 5.439 1.291 0.8 -0.8 0.4
Cl -1.658 7.726 -0.445 0.1 0.1 -0.2
H -3.250 6.267 0.418 -0.2 -0.3 -0.1
H -2.566 7.331 1.659 0.0 0.2 0.4
C -4.058 -6.818 -1.608 0.2 -0.4 -0.6
O -4.100 -8.247 -1.756 -0.8 0.1 0.5
P -3.043 -9.088 -2.507 0.9 -0.7 -1.8
O -1.876 -9.465 -1.712 0.2 -0.1 0.0
O -2.676 -8.262 -3.864 0.5 -1.4 0.6
C -1.747 -9.026 -4.809 -2.3 1.8 0.5
O -3.854 -10.341 -3.091 0.3 0.3 0.5
C -5.244 -10.296 -3.363 -1.5 0.8 0.4
H -3.013 -6.478 -1.618 -0.4 0.2 0.1
H -4.576 -6.562 -0.683 0.1 0.0 -0.2
H -4.601 -6.482 -2.482 0.1 0.8 0.1
H -2.418 -9.427 -5.583 0.6 -0.5 0.6
H -1.035 -9.623 -4.285 -0.1 -1.0 0.4
H -1.207 -8.227 -5.228 0.8 0.9 -0.8
H -5.809 -10.657 -2.473 0.4 0.1 -0.6
H -5.492 -10.915 -4.230 0.4 0.0 0.2
H -5.631 -9.259 -3.574 0.6 -0.9 0.1
C 3.385 5.737 -5.477 -0.6 0.6 1.4
O 2.018 6.023 -5.082 1.0 1.0 -0.4
P 1.179 5.067 -4.208 -1.5 -2.1 0.7
O 0.938 3.730 -4.809 0.2 1.0 0.4
O -0.103 5.952 -3.873 0.6 0.0 0.0
C -0.988 6.216 -4.959 0.2 -0.7 -1.0
O 1.837 4.925 -2.786 0.0 0.4 0.4
C 1.749 5.982 -1.808 -1.0 0.4 0.2
H 3.426 4.753 -5.875 0.2 -0.8 -0.4
H 4.076 5.886 -4.626 -0.4 -0.2 -0.3
H 3.559 6.490 -6.198 0.6 0.5 -0.9
H -1.515 5.252 -5.143 0.1 1.0 -0.3
H -0.413 6.559 -5.856 -0.5 -0.4 0.6
H -1.659 7.014 -4.672 -0.2 0.0 0.2
H 2.698 6.079 -1.349 1.1 0.3 0.1
H 1.060 5.748 -0.994 -0.2 -0.6 -0.3
H 1.368 6.932 -2.204 0.5 -0.3 -0.3
C 9.848 -0.129 -0.013 -1.1 -1.9 0.5
O 9.681 0.769 1.044 0.2 0.9 1.7
P 8.393 1.597 1.490 0.3 0.2 -2.8
O 7.665 2.141 0.340 -0.8 -0.5 -0.4
O 7.553 0.751 2.463 -0.3 -1.0 0.7
C 8.143 -0.093 3.490 -2.0 0.2 0.5
O 8.975 2.755 2.323 0.7 1.6 1.3
C 9.021 4.056 1.669 1.7 0.5 1.5
H 9.115 -0.988 0.124 1.1 0.7 -0.4
H 10.885 -0.461 -0.027 -0.1 -0.2 0.3
H 9.666 0.327 -0.945 -0.5 0.7 -1.1
H 7.819 -1.119 3.271 0.6 0.2 -0.1
H 7.612 0.163 4.444 0.8 0.0 -0.7
H 9.200 0.086 3.517 0.4 -0.3 0.3
H 9.875 4.052 0.993 -0.4 0.1 -0.4
H 9.210 4.881 2.392 0.1 -1.1 0.1
H 8.085 4.304 1.266 -1.1 -0.1 -1.1
C -3.451 0.990 -0.811 0.3 -0.1 0.8
O -3.702 2.034 -1.776 1.2 -1.7 -0.7
P -4.532 3.285 -1.425 -0.9 1.8 -0.5
O -4.028 4.146 -0.352 0.3 0.1 -0.1
O -4.708 3.994 -2.881 0.7 -0.4 0.8
C -3.540 4.573 -3.519 -0.2 0.7 1.6
O -5.967 2.768 -1.099 -0.9 -0.7 -0.8
C -6.754 1.996 -2.116 1.5 1.7 0.7
H -2.735 0.231 -1.204 -1.1 0.4 -0.2
H -4.389 0.640 -0.354 0.2 -0.4 -0.8
H -2.942 1.399 0.039 0.5 0.6 0.4
H -3.034 5.304 -2.795 -0.6 -1.0 -1.2
H -3.899 5.053 -4.413 -0.2 0.5 -0.1
H -2.865 3.801 -3.843 0.5 -0.5 0.1
H -6.760 2.601 -3.014 -0.2 -0.1 -0.2
H -7.682 1.940 -1.636 -1.5 -0.2 0.3
H -6.351 1.023 -2.269 0.5 -0.7 0.0
C 3.449 7.543 4.243 -0.6 -1.1 0.1
O 2.288 8.151 4.789 -1.0 0.3 1.0
P 1.813 7.780 6.283 2.7 0.0 0.2
O 2.998 7.604 7.166 -1.6 -0.1 -0.6
O 0.819 8.936 6.596 0.3 2.2 0.2
C 1.463 10.306 6.735 -0.3 -1.9 1.6
O 0.837 6.559 6.154 0.8 -0.4 0.7
C -0.130 6.621 5.141 -1.2 1.1 -0.1
H 3.644 6.572 4.750 0.1 0.6 -0.3
H 4.292 8.219 4.364 0.1 -0.1 -0.3
H 3.109 7.339 3.222 0.9 0.1 -0.1
H 0.694 10.904 7.244 0.3 0.0 -0.8
H 1.850 10.613 5.777 -0.3 0.3 -0.3
H 2.305 10.181 7.449 -0.4 0.1 -0.5
H -0.824 7.456 5.335 0.3 -0.1 -0.1
H -0.731 5.741 5.210 -0.1 -0.8 -0.3
H 0.338 6.796 4.182 -0.1 -0.4 -0.4
C -6.231 0.336 3.539 -0.1 -0.6 0.7
O -5.078 -0.209 4.227 -0.9 0.0 0.7
P -3.605 0.273 3.939 0.0 -0.2 0.0
O -3.267 0.259 2.511 0.1 0.4 0.1
O -3.409 1.656 4.692 -0.5 -1.0 0.5
C -2.799 2.826 4.181 -0.2 0.2 -0.6
O -2.800 -0.765 4.782 0.6 -0.6 0.9
C -2.915 -1.152 6.195 1.3 0.0 -0.6
H -6.467 1.313 3.947 0.0 0.2 0.0
H -7.131 -0.329 3.702 1.3 0.5 -0.3
H -5.916 0.407 2.517 -0.5 0.1 -0.8
H -2.011 3.155 4.887 -0.8 0.2 -0.3
H -3.636 3.493 3.932 0.6 0.5 0.6
H -2.354 2.616 3.226 0.5 -0.2 -0.5
H -2.190 -1.982 6.396 -0.8 0.6 -0.6
H -3.924 -1.465 6.353 -0.6 -0.2 0.4
H -2.578 -0.357 6.869 -0.4 0.2 -0.4
C 1.091 -8.418 0.020 0.3 -0.3 -0.3
O 1.164 -7.369 0.994 -0.4 1.0 -0.1
P 0.620 -5.931 0.567 -0.7 -0.5 0.5
O 0.815 -4.904 1.576 0.3 0.3 1.1
O 1.195 -5.530 -0.826 0.0 -0.5 -0.2
C 2.565 -5.172 -0.892 1.8 0.8 -1.0
O -0.875 -6.157 0.134 -0.9 -0.4 0.0
C -1.873 -6.638 1.082 -0.2 0.1 -0.4
H 1.624 -8.084 -0.877 -0.1 -0.4 0.1
H 0.088 -8.766 -0.249 -0.1 0.6 0.1
H 1.583 -9.250 0.497 0.4 -0.3 -0.1
H 3.185 -5.434 -0.008 -0.7 -0.2 -0.4
H 2.662 -4.072 -1.019 -0.3 -0.7 0.0
H 2.981 -5.654 -1.814 -0.3 0.4 0.9
H -2.843 -6.306 0.676 0.5 -0.3 0.2
H -1.760 -6.145 2.053 0.2 -0.3 -0.1
H -1.850 -7.748 1.143 0.1 0.8 0.0
C -0.787 -2.548 -1.299 0.6 0.8 -1.5
O -0.804 -1.085 -1.221 1.1 -0.3 0.6
P 0.627 -0.574 -0.690 0.2 -0.3 -3.4
O 1.799 -1.282 -1.215 -0.1 -0.7 0.0
O 0.554 -0.690 0.799 -0.3 0.0 2.9
C -0.345 0.070 1.603 -1.0 -1.0 1.2
O 0.697 0.939 -1.022 -0.4 1.1 -0.5
C 1.762 1.525 -1.823 -0.3 0.4 -0.6
H -1.708 -2.917 -1.013 -2.3 -0.4 0.5
H -0.099 -3.052 -0.630 0.7 0.3 -0.1
H -0.666 -2.742 -2.374 0.4 -0.4 0.5
H -0.369 -0.512 2.536 -0.3 0.6 -0.2
H -1.375 0.230 1.249 0.4 -0.8 -0.4
H 0.008 1.053 1.771 0.9 1.0 0.3
H 2.155 2.336 -1.178 0.0 -0.4 -0.7
H 1.337 1.924 -2.794 0.3 -0.3 1.3
H 2.510 0.755 -2.089 -0.3 0.4 0.4
C -6.805 -4.722 -2.400 -0.9 -1.0 -0.9
O -6.952 -3.365 -2.102 0.6 0.7 0.7
P -5.809 -2.504 -1.425 1.3 -0.7 0.2
O -6.224 -1.124 -1.391 -0.4 1.6 0.3
O -4.433 -2.774 -2.214 -1.0 -0.4 0.0
C -4.178 -2.066 -3.442 -1.4 1.7 -0.2
O -5.443 -3.200 -0.052 0.0 0.3 1.1
C -5.642 -2.578 1.308 -0.3 -1.5 -1.3
H -6.028 -4.863 -3.149 0.3 0.0 0.1
H -7.763 -4.919 -2.911 0.4 -0.7 0.4
H -6.627 -5.395 -1.535 -0.3 0.6 -0.4
H -5.107 -1.721 -4.028 1.0 -0.7 1.2
H -3.612 -2.696 -4.088 0.6 -0.4 -0.3
H -3.636 -1.149 -3.161 0.0 -0.4 -0.4
H -4.930 -1.805 1.516 0.7 0.1 0.0
H -5.652 -3.414 2.023 0.5 0.4 -0.4
H -6.617 -2.168 1.323 -1.0 0.6 -0.1
```
Positions in Å, forces in eV/Å.

Löwdin population analysis, charges in e, atoms 1 to 5: -0.942 0.546 0.469 -0.002 0.007

Record 3
This record from OMol25 describes a cluster of 2 separate species, C5H8S in total. The level of theory is wB97M-V/def2-TZVPD.

Output
* E_HOMO (spin up / spin down): -0.3184 / -0.3184 Ha
* ΔE to the lowest compared entry with this formula, charge and spin: 6.3799 eV
* DFT total energy: -16143.257 eV

Structure (XYZ):
```
14
Properties=species:S:1:pos:R:3:forces:R:3
C -1.687 0.167 -0.402 -3.7 -0.8 3.4
C 1.077 0.380 0.689 0.0 0.5 0.2
C -0.972 -0.993 0.168 -1.1 -2.0 1.1
C 0.542 -0.860 0.039 0.5 0.1 0.8
C 1.527 1.457 0.097 1.7 0.8 -2.3
S -3.119 0.603 0.314 1.3 0.1 -0.7
H -1.535 0.586 -1.323 1.2 0.9 -2.3
H -1.397 -1.172 1.299 1.3 0.5 -2.8
H -1.406 -1.899 -0.453 1.1 1.4 1.1
H 0.882 -0.750 -0.971 -0.2 -0.4 -0.9
H 1.115 -1.665 0.527 -0.5 -0.1 -0.4
H 1.623 1.488 -2.125 -0.2 -0.2 3.1
H 2.227 2.305 0.357 -1.5 -1.1 -0.3
H 1.122 0.353 1.784 0.0 0.2 -0.1
```
Positions in Å, forces in eV/Å.

Löwdin population analysis, charges in e, atoms 1 to 5: -0.638 -0.269 -0.314 -0.245 0.024

Record 4
This record from OMol25 describes a cluster of 2 separate species, C26H23N5O5 in total. The level of theory is wB97M-V/def2-TZVPD.

Output
* SMILES string: N#Cc1cc([N+](=O)[O-])cc2c1no[n+]2[O-].COc1ccc(/C=C(\c2ccccc2)N2CCCC2)cc1
* E_HOMO: -0.2367 Ha
* ΔE to the lowest compared entry with this formula, charge and spin: 13.3580 eV
* DFT total energy: -45011.614 eV

Structure (XYZ):
```
59
Properties=species:S:1:pos:R:3:forces:R:3
N -3.775 -6.885 3.001 1.0 2.2 -1.1
C -3.284 -5.935 2.523 -0.4 -2.9 0.9
C -2.657 -4.776 1.984 0.7 0.3 -1.2
C -1.325 -4.575 1.649 -1.7 -0.4 0.7
C -0.890 -3.234 1.423 -1.7 1.2 -0.4
N 0.300 -2.905 2.149 2.9 0.6 0.8
O 1.058 -3.831 2.498 -1.2 1.4 -0.7
O 0.463 -1.722 2.510 -0.5 -2.2 -0.7
C -1.760 -2.164 1.097 1.4 -0.9 0.6
C -3.086 -2.392 1.449 -2.2 0.5 0.8
C -3.541 -3.657 1.882 -1.4 0.2 2.0
N -4.733 -3.635 2.519 1.5 1.6 -1.3
O -5.086 -2.281 2.500 0.9 0.1 -0.5
N -4.056 -1.482 1.903 0.4 -1.0 -0.8
O -4.152 -0.270 1.892 0.0 -1.4 0.0
H -0.588 -5.371 1.671 -0.1 0.2 0.4
H -1.440 -1.207 0.697 0.3 0.2 0.6
C 4.212 -3.092 -2.072 -0.6 0.1 -0.7
O 3.027 -3.055 -2.920 0.7 -0.2 0.2
C 2.223 -1.968 -2.773 -0.5 0.8 0.9
C 0.833 -2.057 -3.099 1.4 -0.7 0.3
C -0.052 -1.191 -2.504 0.0 1.2 0.5
C 0.400 -0.078 -1.731 1.1 -1.3 -0.5
C -0.533 0.807 -1.111 -0.3 2.1 0.8
C -0.122 1.984 -0.434 -0.3 -1.9 -0.6
C 0.958 1.921 0.571 1.0 0.1 0.1
C 1.128 0.763 1.349 -0.2 0.4 0.1
C 2.153 0.666 2.289 0.0 0.4 -0.1
C 2.972 1.779 2.525 0.0 0.0 -0.3
C 2.848 2.922 1.723 0.0 -0.2 -0.1
C 1.909 2.952 0.691 -0.2 -0.2 0.3
N -0.673 3.179 -0.741 -0.2 0.1 0.5
C -1.256 3.412 -2.056 -0.3 -0.1 -0.3
C -1.787 4.851 -2.020 0.1 0.1 -0.2
C -1.635 5.343 -0.569 -0.3 -0.2 0.2
C -0.661 4.369 0.110 0.3 0.6 0.0
C 1.808 0.138 -1.687 -1.1 0.4 0.1
C 2.704 -0.806 -2.123 -0.2 -1.1 -0.4
H 4.511 -4.139 -2.064 0.1 0.1 0.0
H 4.998 -2.461 -2.509 -0.1 -0.2 0.1
H 4.007 -2.754 -1.044 -0.1 -0.1 -0.4
H 0.475 -2.883 -3.714 0.2 0.1 0.3
H -1.134 -1.311 -2.635 0.4 0.0 -0.1
H -1.583 0.727 -1.401 0.3 0.3 -0.4
H 0.433 -0.059 1.208 0.2 0.4 0.0
H 2.305 -0.268 2.837 -0.1 0.5 -0.1
H 3.738 1.722 3.300 -0.2 0.1 -0.2
H 3.486 3.795 1.875 0.0 -0.4 0.0
H 1.910 3.758 -0.044 0.0 -0.2 0.4
H -0.493 3.298 -2.849 -0.2 -0.1 0.4
H -2.040 2.667 -2.250 0.1 0.4 -0.1
H -1.190 5.467 -2.701 -0.2 0.0 0.1
H -2.828 4.890 -2.348 0.2 0.1 0.0
H -1.260 6.369 -0.525 -0.1 -0.2 0.0
H -2.604 5.312 -0.058 0.2 0.1 -0.1
H -0.933 4.146 1.155 0.0 -0.1 -0.4
H 0.337 4.839 0.134 -0.4 -0.2 0.0
H 2.198 1.062 -1.264 -0.1 -0.4 0.0
H 3.762 -0.694 -1.863 -0.5 0.0 -0.4
```
Positions in Å, forces in eV/Å.

Löwdin population analysis, charges in e, atoms 1 to 5: 0.186 -0.160 -0.141 0.090 -0.106